No. 1
{"formula": "C40H46FNO3S", "method": "wB97M-V/def2-TZVPD", "smiles": "C[C@H](O)CN(C)S(=O)(=O)F.c1ccccc1.c1ccccc1.c1ccccc1.c1ccccc1.c1ccccc1.c1ccccc1", "total_energy_ha": -2330.31258, "orbital_gap_ev": 9.5, "homo_energy_ev": -9.18, "elements": ["C", "C", "O", "C", "N", "C", "S", "O", "O", "F", "H", "H", "H", "H", "H", "H", "H", "H", "H", "H", "C", "C", "C", "C", "C", "C", "H", "H", "H", "H", "H", "H", "C", "C", "C", "C", "C", "C", "H", "H", "H", "H", "H", "H", "C", "C", "C", "C", "C", "C", "H", "H", "H", "H", "H", "H", "C", "C", "C", "C", "C", "C", "H", "H", "H", "H", "H", "H", "C", "C", "C", "C", "C", "C", "H", "H", "H", "H", "H", "H", "C", "C", "C", "C", "C", "C", "H", "H", "H", "H", "H", "H"], "coordinates": [[-5.32031, -2.03904, 1.82860], [-4.46452, -2.92351, 0.91747], [-5.07169, -4.17895, 0.65714], [-3.09611, -3.24225, 1.50664], [-2.14081, -3.56633, 0.42952], [-1.33426, -2.42410, -0.02649], [-1.23770, -4.90275, 0.65507], [0.08293, -4.56671, 1.07026], [-1.98442, -5.92359, 1.28743], [-1.08212, -5.31703, -0.85070], [-5.99846, -2.65872, 2.41393], [-5.92139, -1.34509, 1.23966], [-4.71262, -1.44093, 2.50873], [-4.29318, -2.40364, -0.03427], [-5.82303, -4.05267, 0.06877], [-3.20182, -4.09374, 2.17720], [-2.71415, -2.39588, 2.08273], [-0.59087, -2.12669, 0.71562], [-2.01185, -1.59492, -0.22532], [-0.84094, -2.67278, -0.96507], [-1.50440, 1.61173, -1.06452], [-0.57388, 0.97154, -0.25814], [0.75014, 0.87150, -0.66360], [1.14382, 1.41044, -1.88097], [0.21355, 2.05007, -2.68980], [-1.10911, 2.15429, -2.28002], [-2.53649, 1.68989, -0.74652], [-0.87951, 0.54459, 0.68956], [1.47466, 0.36954, -0.03378], [2.17577, 1.33287, -2.19851], [0.52039, 2.46980, -3.63918], [-1.83305, 2.65471, -2.91026], [1.43647, -2.47441, 3.30604], [1.10932, -1.15116, 3.57379], [1.88307, -0.40275, 4.45057], [2.98800, -0.97971, 5.06116], [3.31678, -2.30229, 4.79491], [2.54260, -3.04882, 3.91745], [0.84222, -3.05522, 2.61401], [0.24610, -0.69875, 3.09846], [1.62531, 0.62816, 4.65846], [3.59367, -0.39831, 5.74450], [4.17893, -2.75100, 5.27151], [2.80017, -4.07847, 3.70479], [1.12943, 4.01686, 1.57580], [0.91336, 4.87877, 2.64264], [0.21297, 6.06186, 2.44696], [-0.27106, 6.38024, 1.18530], [-0.05620, 5.51664, 0.11973], [0.64482, 4.33447, 0.31382], [1.67597, 3.09375, 1.72631], [1.29641, 4.63272, 3.62496], [0.05445, 6.74075, 3.27532], [-0.80167, 7.31105, 1.02937], [-0.42663, 5.76901, -0.86592], [0.81420, 3.66215, -0.51490], [3.29449, 8.83218, 0.80102], [4.21866, 9.64847, 0.16292], [4.99321, 9.14252, -0.87191], [4.84309, 7.82047, -1.26825], [3.91968, 7.00488, -0.62867], [3.14467, 7.50993, 0.40640], [2.68847, 9.22684, 1.60705], [4.33613, 10.67928, 0.47239], [5.71395, 9.77863, -1.36979], [5.44654, 7.42627, -2.07612], [3.80085, 5.97327, -0.93565], [2.42461, 6.87294, 0.90333], [-5.79811, -4.69356, -4.55701], [-5.89963, -3.41979, -4.01541], [-4.99228, -3.00411, -3.04968], [-3.98614, -3.86197, -2.62596], [-3.88719, -5.13702, -3.16470], [-4.79268, -5.55157, -4.13138], [-6.50297, -5.01805, -5.31171], [-6.68346, -2.75086, -4.34738], [-5.06861, -2.00765, -2.62990], [-3.28375, -3.54451, -1.86692], [-3.10730, -5.80670, -2.82600], [-4.71667, -6.54594, -4.55223], [4.39200, -3.93118, -2.76714], [3.32198, -4.79324, -2.56937], [2.43375, -4.57144, -1.52549], [2.61455, -3.48539, -0.68003], [3.68697, -2.62519, -0.87645], [4.57566, -2.84708, -1.91941], [5.08427, -4.10531, -3.58105], [3.18160, -5.64089, -3.22808], [1.60147, -5.24508, -1.36726], [1.92398, -3.31549, 0.13445], [3.83204, -1.78334, -0.21028], [5.41293, -2.17748, -2.07057]]}

---

No. 2
{"formula": "C40H46OsP2Si", "method": "wB97M-V/def2-TZVPD", "multiplicity": 5, "total_energy_ha": -2613.75913, "orbital_gap_ev": [5.0, 7.3], "homo_energy_ev": [-10.97, -14.36], "charge": 2, "elements": ["Os", "C", "C", "C", "C", "C", "C", "C", "C", "C", "H", "H", "H", "H", "H", "H", "H", "H", "H", "H", "H", "H", "H", "H", "H", "P", "P", "C", "C", "C", "C", "C", "C", "C", "C", "C", "C", "C", "C", "C", "C", "C", "C", "C", "C", "C", "C", "C", "C", "C", "C", "C", "C", "H", "H", "H", "H", "H", "H", "H", "H", "H", "H", "H", "H", "H", "H", "H", "H", "H", "H", "H", "H", "H", "H", "C", "Si", "C", "C", "C", "C", "H", "H", "H", "H", "H", "H", "H", "H", "H"], "coordinates": [[-0.90391, 0.35130, -1.61163], [0.25358, 0.58157, -3.29594], [0.48859, 1.70934, -2.46942], [-0.21481, 3.03316, -2.59804], [-1.71280, 2.87188, -2.71125], [-2.22048, 1.58820, -2.12639], [-2.38860, 0.38541, -2.99944], [-1.89836, 0.26001, -4.37841], [-0.49867, 0.80558, -4.57104], [-1.11148, -1.74920, 0.80607], [0.85257, -0.33410, -3.27032], [1.49673, 1.88946, -2.12727], [0.18528, 3.58839, -3.47769], [0.01524, 3.67786, -1.73215], [-2.19026, 3.71567, -2.17873], [-2.00254, 3.02685, -3.77399], [-3.03354, 1.73451, -1.41693], [-3.29305, -0.18859, -2.84880], [-2.61388, 0.73934, -5.06037], [-1.91364, -0.82334, -4.61920], [0.02301, 0.19301, -5.35736], [-0.53497, 1.86995, -4.86104], [-0.22474, -2.38618, 0.45528], [-1.91992, -2.49219, 0.77400], [-0.86705, -1.51485, 1.83996], [1.66448, 0.77095, 0.19121], [-2.09541, -0.03017, 0.61278], [0.27590, 1.89003, 0.29938], [-1.07897, 1.72156, 0.37995], [2.98704, 1.71873, 0.90873], [3.25601, 3.04910, 0.59367], [4.38678, 3.63248, 1.16445], [5.19228, 2.85883, 2.01539], [4.87952, 1.55853, 2.37628], [3.74131, 0.99532, 1.82626], [2.56706, -0.02970, -1.28567], [2.13459, -1.28300, -1.75919], [2.67092, -1.87115, -2.90919], [3.66620, -1.19681, -3.61668], [4.15356, 0.00617, -3.13094], [3.65362, 0.56444, -1.95318], [-2.88754, 0.35688, 2.18456], [-2.23326, 1.10569, 3.17063], [-2.93573, 1.47266, 4.31654], [-4.26718, 1.13058, 4.49016], [-4.88177, 0.31596, 3.53599], [-4.19017, -0.09765, 2.39852], [-3.45186, -0.66389, -0.49610], [-3.03491, -1.81124, -1.26619], [-3.88386, -2.55679, -2.03500], [-5.18945, -2.13243, -2.17243], [-5.61003, -0.99365, -1.49258], [-4.77920, -0.23463, -0.65875], [0.57556, 2.92770, 0.34460], [-1.74121, 2.62447, 0.55334], [2.58137, 3.62285, -0.07808], [4.62382, 4.67259, 0.91574], [6.08321, 3.32541, 2.42892], [5.52400, 0.98775, 3.04172], [3.45463, -0.00799, 2.10235], [1.34143, -1.82733, -1.26317], [2.28374, -2.84057, -3.24410], [4.05130, -1.63528, -4.54790], [4.90712, 0.53755, -3.70293], [4.08038, 1.49744, -1.57370], [-1.21297, 1.43729, 3.01240], [-2.43056, 2.07630, 5.06565], [-4.84079, 1.47451, 5.36877], [-5.93351, 0.04129, 3.67847], [-4.72654, -0.73097, 1.67636], [-1.98434, -2.03677, -1.48670], [-3.47448, -3.42789, -2.56319], [-5.85622, -2.70517, -2.82065], [-6.63671, -0.67920, -1.60331], [-5.16114, 0.63703, -0.10826], [1.28723, -2.50627, 4.74754], [2.28430, -2.72168, 3.22821], [4.05560, -2.35378, 3.57063], [2.17799, -4.42368, 2.53840], [1.69729, -1.49671, 2.01179], [1.44900, -0.56252, 1.22158], [1.85531, -3.05544, 5.49346], [0.29467, -2.95506, 4.63264], [1.17363, -1.46822, 5.05356], [4.33741, -3.11132, 4.29903], [4.67450, -2.43859, 2.67581], [4.20253, -1.35298, 3.98937], [1.16083, -4.82042, 2.59872], [2.51263, -4.46119, 1.50027], [2.84676, -5.02299, 3.16412]]}